9 unconnected molecules or ions with the total composition C48H83BFN9O8S. Source: the OMol25 dataset; level of theory: the ωB97M-V functional and the def2-TZVPD basis.

Structure (XYZ):
```
151
Properties=species:S:1:pos:R:3:forces:R:3:mulliken_charge:R:1
S 1.0846 4.3120 1.7404 2.1 3.3 7.8 1.25
F 2.3160 1.8971 -2.1966 -1.3 0.7 2.6 -0.43
O 0.2652 4.8491 2.9867 1.7 -1.8 -4.7 -0.62
O -0.1087 2.6872 -3.7232 -2.6 1.9 2.2 -0.78
O -1.3611 3.8418 -0.3008 -0.4 -1.2 3.8 -0.37
O 2.5083 4.1010 2.3068 -3.7 -0.2 -3.1 -0.66
O -4.7941 -0.1450 -0.8071 5.9 -4.8 -3.7 -0.56
O -2.3080 3.5006 2.0656 6.4 -0.2 -7.3 -0.62
O -2.5024 -0.6736 -1.6660 -3.9 -0.1 -0.4 -0.24
O -0.0679 1.8959 2.3880 3.3 2.6 -0.7 -0.47
N 4.0565 -0.8361 -1.1153 5.0 0.4 -9.1 -0.52
N -2.4586 3.6475 9.4734 -1.3 4.8 -8.7 -0.54
N -6.3038 -4.2274 0.5381 0.3 4.9 8.7 -0.62
N -0.1711 3.7518 -6.3572 4.9 -5.2 -7.3 -0.68
N 1.5911 -4.4578 -2.3771 -5.9 1.1 -8.0 -0.56
N -0.4415 -9.1892 -5.8459 -0.8 -6.5 7.6 -0.55
N 6.0923 1.7736 1.6583 9.3 2.8 -3.1 -0.48
N 0.0708 0.6417 0.0802 5.1 -1.7 -2.0 -0.20
N -9.4160 5.2372 11.1192 4.9 -5.2 -7.1 -0.47
C -2.8241 4.9870 7.0638 0.2 -0.7 0.8 -0.33
C -0.0511 -4.1585 -4.6013 0.4 -0.1 1.0 -0.38
C 1.3349 -1.5783 0.3787 -2.3 -0.2 -0.8 -1.13
C -1.0901 4.9715 -2.7720 -0.2 0.3 -0.6 -0.87
C -5.8618 4.0507 10.3730 0.1 0.0 0.1 -1.05
C -1.2050 -6.3794 -4.1337 0.0 -0.1 -0.1 -1.15
C 2.3731 1.6082 -7.7284 0.3 -0.1 0.3 -0.39
C 3.1603 1.0931 1.3983 1.1 -0.5 1.5 -0.90
C -0.6454 -10.9781 -3.7265 -0.1 0.5 -1.0 -0.32
C -4.7626 -4.6119 4.0128 0.1 -0.1 0.1 -1.13
C 4.6352 -0.7696 -2.2336 -4.2 -0.5 7.4 0.30
C -8.0772 3.8137 9.1405 -0.5 0.4 0.9 -0.32
C 3.2989 1.9789 0.0664 1.6 0.4 0.2 -0.55
C -1.9127 4.3831 5.9935 0.4 -0.2 -0.2 -0.29
C -3.9019 -0.9967 -1.3468 -3.3 2.3 2.4 0.46
C 0.1673 2.7874 1.2025 -2.7 -1.3 1.9 -0.37
C 3.3830 2.5654 -7.1034 0.1 0.0 0.1 -1.02
C -2.2013 1.7481 -1.0797 -1.3 -0.1 -0.1 -0.81
C 1.1677 2.3284 -8.3359 -0.4 0.4 0.9 -0.39
C -0.5340 -10.0003 -4.8849 0.9 5.5 -6.4 0.28
C -6.2704 -3.5932 1.6275 -0.5 -4.1 -7.3 0.35
C 0.4359 3.1064 -7.2544 -4.4 4.5 5.9 0.35
C 0.6757 -0.7450 -2.1669 1.4 0.1 -0.5 -0.02
C 7.3986 0.3608 -2.5275 0.1 0.1 0.1 -1.03
C -4.3593 -2.5781 -1.6347 1.9 0.3 0.0 -0.34
C 9.7262 0.6935 2.1321 0.1 -0.1 0.1 -1.23
C -0.8327 2.6297 -1.0260 -0.5 1.5 -1.8 -0.33
C 7.2381 2.1335 1.2740 -7.8 -2.1 2.5 0.22
C 8.6192 2.5674 0.8108 -1.0 -0.5 0.2 -0.40
C 5.3326 -0.6894 -3.5818 -0.3 -0.2 1.1 -0.32
C -2.6243 4.2548 8.3808 0.9 -3.9 7.5 0.25
C -6.2303 -2.8288 2.9407 0.2 -0.5 -0.9 -0.32
C 6.8476 -0.7735 -3.3857 0.4 0.0 0.2 -0.53
C -2.3891 0.6835 -2.2809 -1.1 0.1 0.0 -0.17
C -0.4325 4.4897 6.3458 0.1 -0.1 0.0 -1.06
C 0.8465 -4.3221 -3.3856 5.2 -0.7 6.6 0.23
C -3.1620 -10.6214 -3.5779 -0.1 0.0 0.0 -1.12
C 2.0013 2.3823 -0.7979 1.1 1.2 -0.8 0.48
C 9.5543 1.3571 0.7695 0.2 -0.4 0.1 -0.21
C -4.9234 -3.1329 3.6759 0.4 -0.2 0.1 -0.41
C 0.6429 -0.3820 -0.5712 -0.7 -0.7 1.2 0.39
C -1.3784 -4.8817 -4.3648 -0.3 -0.3 0.2 -0.10
C -6.8717 3.0935 9.7480 0.3 0.0 0.3 -0.43
C -1.3800 3.4320 1.1069 -2.9 0.2 2.5 -0.14
C 1.0819 5.7496 0.5400 -1.1 1.9 -0.9 -0.77
C -2.0291 -11.6309 -3.7325 -0.4 -0.1 -0.1 -0.43
C -8.8089 4.5917 10.2220 -4.3 4.5 5.8 0.23
C 0.5222 2.0264 -0.2501 -4.0 -0.1 0.5 1.61
B -0.6346 3.3780 -2.5108 0.9 -0.2 -2.8 1.53
H 3.7542 3.2828 -7.8442 0.0 -0.1 0.1 0.35
H 0.5633 0.1663 -2.8928 0.3 -1.5 1.6 -0.16
H -0.1928 3.9335 7.2576 -0.1 0.1 0.0 0.41
H 1.0319 5.4694 -0.5915 0.4 0.3 2.2 0.03
H 8.4863 0.2762 -2.4386 -0.1 0.0 -0.1 0.37
H 7.1097 -1.7309 -2.9187 -0.1 0.1 -0.2 0.30
H -3.0582 -10.0548 -2.6455 0.0 -0.1 -0.1 0.30
H -4.8909 -2.5514 4.6038 -0.1 0.0 -0.2 0.31
H 4.9893 -1.5152 -4.2138 -0.1 0.1 0.2 0.37
H 0.4573 -4.5654 -5.4822 0.1 0.0 0.2 0.44
H -0.4900 5.7347 -2.1222 -1.2 -1.4 -1.0 0.16
H 10.4237 -0.1471 2.0601 -0.1 0.1 0.0 0.35
H -3.3910 -3.1739 -1.9922 -2.1 1.4 0.6 -0.12
H -6.3721 2.5101 8.9667 -0.2 0.1 0.0 0.27
H -0.9215 5.3022 -3.9031 -0.3 -0.8 2.4 0.20
H 9.0063 3.3295 1.4958 -0.2 -0.1 0.0 0.38
H -3.1882 -9.9122 -4.4112 0.1 -0.1 0.1 0.33
H -7.2092 2.3844 10.5138 0.0 0.1 -0.2 0.30
H 0.1807 4.0722 5.5408 -0.1 0.2 0.1 0.14
H 7.1674 1.3361 -2.9708 0.0 -0.1 0.1 0.30
H 0.9421 -2.6132 -0.0574 1.3 2.0 0.9 0.41
H -0.7078 -6.8532 -4.9878 -0.1 0.0 0.2 0.28
H -0.2301 -3.0922 -4.7751 0.2 -0.1 0.1 0.26
H 0.4814 1.6011 -8.7823 -0.1 0.3 0.1 0.29
H -4.7214 -5.2299 3.1103 -0.1 0.1 0.1 0.35
H -5.4907 4.7681 9.6322 0.0 -0.1 0.1 0.21
H 0.6047 2.2041 3.0929 -1.4 -0.8 -1.3 0.47
H -2.0894 4.8962 5.0417 -0.1 -0.1 0.1 0.21
H -2.4813 1.1800 -0.0680 1.0 1.3 -2.2 0.20
H 2.8727 1.0248 -8.5097 -0.2 0.1 0.0 0.32
H -8.7635 3.0864 8.6941 -0.1 0.2 0.1 0.30
H -1.8901 -4.4460 -3.4979 0.1 0.1 -0.2 -0.09
H -2.2294 5.0963 -2.5281 2.1 -0.1 -0.3 0.23
H 8.5401 3.0150 -0.1855 -0.2 0.0 0.2 0.27
H 0.1315 -11.7434 -3.8260 0.0 0.3 -0.1 0.29
H -2.0291 -4.7290 -5.2330 0.1 0.1 0.1 0.43
H -0.6155 -6.5841 -3.2345 0.0 0.1 -0.1 0.33
H -4.1286 -11.1349 -3.5587 0.1 0.1 0.0 0.33
H -7.7561 4.5050 8.3538 -0.1 0.0 0.2 0.26
H 8.7789 0.2972 2.5112 0.1 0.1 -0.1 0.35
H 4.1053 1.4290 -0.6246 -2.3 1.3 1.3 0.19
H -7.0920 -3.1173 3.5523 0.1 -0.1 -0.2 0.32
H -0.1393 -1.5410 -2.4935 1.5 1.6 1.3 0.01
H -5.5925 -4.9650 4.6356 0.1 0.0 -0.1 0.29
H 2.0255 3.5712 -0.9278 -0.2 -2.6 0.2 0.05
H 2.4945 -1.4458 0.3001 -2.5 -0.3 0.1 0.19
H 1.4887 3.0196 -9.1226 -0.1 0.0 0.2 0.31
H -4.0700 -2.8135 3.0652 -0.2 0.1 0.1 0.27
H 0.9212 -1.4878 1.4784 1.0 0.1 -2.3 0.27
H 1.9671 6.5080 0.7960 -1.7 -2.3 -0.4 0.38
H -2.0859 -12.3572 -2.9142 0.2 0.1 -0.1 0.31
H -5.0055 3.4948 10.7679 -0.1 0.1 -0.2 0.31
H 1.7324 -1.2522 -2.3767 -2.3 1.1 0.4 0.11
H 10.5363 1.6757 0.4028 -0.2 0.1 0.0 0.35
H -0.4970 3.1744 -4.5242 1.2 -0.7 1.4 0.29
H 5.0598 0.2506 -4.0734 -0.1 -0.1 0.2 0.11
H -3.4317 0.8477 -2.8386 2.4 0.0 1.2 0.45
H -3.8720 4.8982 6.7586 0.1 0.0 0.2 0.30
H -5.1609 -2.5931 -2.4876 1.5 0.1 1.9 0.33
H 10.1223 1.4035 2.8672 -0.1 -0.1 -0.1 0.30
H -1.5611 0.6134 -3.0917 -1.3 0.3 1.8 0.07
H 2.1191 0.7102 1.7215 1.5 0.8 -1.0 0.13
H 3.8647 0.1330 1.3128 -1.6 2.2 0.1 0.31
H -3.0877 2.5438 -1.1996 2.2 -1.6 0.2 0.41
H -6.2975 4.6102 11.2067 0.0 0.0 -0.2 0.40
H 2.0357 0.8991 -6.9626 0.0 0.1 -0.2 0.26
H 3.5988 1.7157 2.3159 -1.1 -1.4 -2.1 0.24
H 3.8578 2.9900 0.3767 -1.5 -2.2 -0.7 0.40
H 0.0884 6.3726 0.7643 2.1 -1.7 -0.3 0.33
H 7.3374 -0.7483 -4.3653 -0.2 -0.1 0.1 0.36
H -3.8301 -4.7773 4.5618 -0.2 0.0 0.0 0.32
H -2.1660 3.3267 5.8421 -0.1 0.2 0.0 0.28
H -4.7126 -3.1112 -0.6512 0.4 1.4 -2.1 0.03
H 6.9876 0.3368 -1.5133 -0.1 0.0 -0.1 0.28
H -0.1381 5.5353 6.4917 0.0 -0.1 0.0 0.30
H -2.1742 -12.1864 -4.6672 0.1 0.0 0.2 0.29
H -0.4764 -10.4431 -2.7857 0.0 0.1 -0.2 0.28
H -2.1799 -6.8584 -3.9983 0.1 0.0 -0.1 0.36
H 2.9473 3.1249 -6.2696 0.0 -0.1 -0.1 0.27
H 9.1704 0.6145 0.0593 0.0 0.2 0.0 0.10
H -6.3044 -1.7559 2.7344 -0.1 -0.2 -0.2 0.29
H 4.2394 2.0095 -6.7085 -0.1 0.1 -0.1 0.26
H -2.6003 6.0499 7.2048 0.0 -0.2 0.2 0.34
```
Forces are in eV/Å.

E_LUMO: 0.00065 Ha
SMILES string: CC[C@@H](F)[C@]1(N=C(C)C)[C@](CCOC(C)=O)(B(C)O)OC(=O)[C@]1(O)S(C)(=O)=O.CCCC#N.CCCC#N.CCCC#N.CCCC#N.CCCC#N.CCCC#N.CCCC#N.CCCC#N
Charge: 0

---

A molecular structure, C33H29CaN5O2Sb. Source: the OMol25 dataset; level of theory: the ωB97M-V functional and the def2-TZVPD basis.

Structure (XYZ):
```
71
Properties=species:S:1:pos:R:3:forces:R:3:mulliken_charge:R:1
Sb -1.8937 -0.3597 -2.7889 -0.1 0.0 0.0 0.96
Ca 0.1044 -0.1064 0.2318 0.0 -0.1 0.0 2.07
O 0.2141 -0.4161 4.5445 0.0 0.0 0.0 -0.67
O 2.2280 0.7569 0.6631 0.0 0.0 0.1 -0.83
N 0.9022 0.0955 2.4056 0.0 0.0 0.0 0.18
N -1.9940 -1.4514 0.1263 0.1 0.2 -0.1 -0.23
N 2.9179 0.9918 2.8660 -0.1 0.0 -0.1 0.17
N 0.8142 -1.4786 -1.6659 -0.1 0.1 0.0 -0.15
N -0.8716 1.8672 -0.8280 0.0 -0.2 0.0 -0.43
C 0.4396 -1.8456 -3.9892 0.0 0.0 0.0 -0.74
C -1.1912 4.2027 -1.1378 0.0 0.0 0.0 -0.81
C -1.4735 1.6279 -2.0075 0.0 0.0 0.1 0.25
C 3.3154 -0.3951 4.8397 0.0 0.0 0.0 -0.33
C 2.7608 -2.2982 -0.4728 0.0 0.0 0.0 -1.27
C 2.3257 3.1454 4.5935 0.0 0.0 0.0 -0.28
C 2.0531 0.6292 1.9019 0.1 0.0 0.1 0.13
C 4.4658 0.0404 5.4912 0.0 0.0 0.0 -0.24
C -2.5425 -2.0799 1.1765 0.0 0.0 0.0 0.77
C 1.9602 -2.1685 -1.7348 0.0 0.0 0.0 0.79
C 1.6316 -2.5560 -4.0721 0.0 0.0 0.0 -0.46
C 1.0257 0.0294 3.7701 0.0 0.0 -0.1 -1.17
C 2.4027 0.6337 4.1845 0.0 0.0 0.0 3.43
C -0.0133 3.3210 0.9161 0.0 0.0 0.0 -1.18
C -4.6057 -2.3363 -0.0102 0.0 0.0 0.0 -0.43
C 2.0660 4.2331 5.4209 0.0 0.0 0.0 -0.91
C -2.7124 -1.2641 -0.9963 0.0 -0.1 0.1 0.17
C -1.9562 2.6607 -2.7941 0.0 0.0 0.0 -0.77
C 3.0713 -1.7598 4.7334 0.0 0.0 0.0 -0.28
C -3.8584 -2.5345 1.1311 0.0 0.0 0.0 -0.81
C 1.4448 2.7351 7.1890 0.0 0.0 0.0 -0.88
C 0.0574 -1.3179 -2.7666 0.0 0.0 0.0 0.15
C 3.9710 -2.6756 5.2626 0.0 0.0 0.0 -0.93
C 5.3668 -0.8743 6.0146 0.0 0.0 0.0 -0.85
C -0.7225 3.1260 -0.3910 0.0 0.0 0.0 0.71
C 2.1514 1.8510 5.0636 0.0 0.0 0.0 -0.64
C -1.6887 -2.2641 2.3951 0.0 0.0 0.0 -1.27
C 1.7086 1.6510 6.3694 0.0 0.0 0.0 -0.21
C -4.0235 -1.6973 -1.0995 0.0 0.0 0.0 -0.82
C 2.3937 -2.7241 -2.9350 0.0 0.0 0.0 -0.80
C -1.8095 3.9694 -2.3484 0.0 0.0 0.0 -0.47
C 1.6243 4.0308 6.7174 0.0 0.0 0.0 -0.42
C 5.1209 -2.2361 5.9004 0.0 0.0 0.0 -0.47
H 5.8182 -2.9512 6.3170 0.0 0.0 0.0 0.40
H -2.1815 4.7936 -2.9433 0.0 0.0 0.0 0.42
H -0.1815 -1.7140 -4.8654 0.0 0.0 0.0 0.40
H 1.0579 3.1501 0.7849 0.0 0.0 0.0 0.20
H -0.1562 4.3290 1.2980 0.0 0.0 0.0 0.48
H 4.6491 1.1033 5.6031 0.0 0.0 0.0 0.43
H -1.0664 5.2074 -0.7585 0.0 0.0 0.0 0.43
H 1.4242 4.8757 7.3632 0.0 0.0 0.0 0.41
H 2.6681 3.3141 3.5808 0.0 0.0 0.0 0.41
H 3.4793 -3.1118 -0.5420 0.0 0.0 0.0 0.47
H -4.5846 -1.5486 -2.0128 0.0 0.0 0.0 0.40
H -1.5992 -1.3418 2.9738 0.0 0.0 0.0 0.24
H 2.1663 -2.1171 4.2589 0.0 0.0 0.0 0.47
H 1.9508 -2.9788 -5.0158 0.0 0.0 0.0 0.41
H -0.3722 2.6173 1.6699 0.0 0.0 0.0 0.24
H -4.2750 -3.0409 1.9910 0.0 0.0 0.0 0.45
H -2.0999 -3.0283 3.0510 0.0 0.0 0.0 0.46
H 6.2567 -0.5229 6.5205 0.0 0.0 0.0 0.41
H 3.8774 1.2218 2.6695 0.0 0.0 0.0 0.29
H 3.3198 -3.2816 -2.9602 0.0 0.0 0.0 0.45
H 1.0995 2.5705 8.2013 0.0 0.0 0.0 0.41
H 3.3009 -1.3706 -0.2748 0.0 0.0 0.0 0.20
H 3.7663 -3.7357 5.1847 0.0 0.0 0.0 0.43
H -0.6768 -2.5629 2.1162 0.0 0.0 0.0 0.17
H 1.5663 0.6419 6.7350 0.0 0.0 0.0 0.47
H -5.6295 -2.6833 -0.0641 0.0 0.0 0.0 0.42
H -2.4440 2.4545 -3.7376 0.0 0.0 0.0 0.41
H 2.1106 -2.4928 0.3829 0.0 0.0 0.0 0.20
H 2.2151 5.2382 5.0477 0.0 0.0 0.0 0.43
```
Forces are in eV/Å.

ΔE to the lowest compared entry with this formula, charge and spin: 1.2 kcal per mole
E_LUMO: -0.10210 Ha
Charge: +1

---

A single C4H2 molecule. Source: the OMol25 dataset; level of theory: the ωB97M-V functional and the def2-TZVPD basis.

Structure (XYZ):
```
6
Properties=species:S:1:pos:R:3:forces:R:3:mulliken_charge:R:1
C 0.0864 -0.1037 0.4831 0.0 0.6 -2.3 -0.16
C -1.9370 -0.2463 -1.3064 2.4 0.5 1.3 -0.15
C 1.1135 -0.0473 1.1374 -2.7 -0.5 -1.0 -0.20
C -0.7468 0.0569 -0.7676 -1.4 -1.5 2.3 -0.16
H 1.7054 -0.2622 1.9552 1.3 0.0 1.0 0.36
H -0.2214 0.6027 -1.5018 0.6 0.8 -1.4 0.31
```
Forces are in eV/Å.

ΔE to the lowest compared entry with this formula, charge and spin: 62.2 kcal per mole
E_LUMO: -0.03128 Ha
Charge: 0

---

A single C4H12N2O molecule. Source: the OMol25 dataset; level of theory: the ωB97M-V functional and the def2-TZVPD basis.

Structure (XYZ):
```
19
Properties=species:S:1:pos:R:3:forces:R:3:mulliken_charge:R:1
O 1.3507 0.1723 -2.7388 0.3 -0.5 0.1 -0.51
N 1.7231 -0.1192 0.2340 0.8 1.6 0.0 -0.68
N -1.6910 1.2606 1.2799 0.9 -0.6 0.9 -0.53
C 0.4626 -0.4258 -1.8219 -1.6 2.3 0.5 -0.85
C -0.5743 -0.6386 0.3591 -1.4 0.7 1.0 -0.74
C 0.4102 0.2450 -0.4251 1.3 -3.7 0.5 0.34
C -1.0101 -0.0115 1.7238 -0.2 -0.1 -2.2 -0.78
H -0.1171 -0.0273 2.3386 0.0 1.1 0.4 0.42
H 2.2219 -0.8410 -0.2811 -0.6 -0.3 0.0 0.25
H -0.1423 -1.6171 0.5376 0.0 -0.3 -0.2 0.39
H 2.4261 0.6231 0.2106 -0.5 0.2 0.2 0.23
H -1.5470 -0.7163 -0.1438 0.3 -0.3 -0.5 0.33
H -1.4334 2.0739 1.8231 -0.3 -0.1 0.2 0.18
H -1.7557 -0.6552 2.1875 0.1 -0.2 0.1 0.31
H -0.5363 -0.2165 -2.2096 0.0 -0.4 -0.5 0.32
H -2.6838 1.0809 1.3300 0.0 0.5 0.2 0.22
H 0.0857 1.2710 -0.3488 0.5 0.3 -0.3 0.35
H 0.5615 -1.4919 -1.6333 0.4 -0.2 -0.4 0.40
H 2.2495 0.0337 -2.4215 0.0 0.1 0.0 0.33
```
Forces are in eV/Å.

ΔE to the lowest compared entry with this formula, charge and spin: 45.9 kcal per mole
E_LUMO: 0.03390 Ha
SMILES string: NCC[C@@H](N)CO
Charge: 0